[1]
Below is C38H47BN11O8W as an isolated structure, with properties calculated with the ωB97M-V functional and the def2-TZVPD basis.

Last column: Löwdin spin population.
Element x y z (Å)
W: 0.0118 0.1471 0.0789  2.435
C: -2.3310 2.8420 -1.2482  0.003
C: -2.2300 2.5401 0.2097  0.022
C: -2.9117 3.2324 1.2134  0.005
C: -2.5395 2.6541 2.4083  0.019
C: -2.9805 2.9868 3.7973  0.003
N: -1.6957 1.6573 2.1265  0.009
N: -1.4830 1.5764 0.7795  0.011
B: -0.8626 0.8165 3.1030  0.006
N: 0.6380 1.1102 2.8915  0.014
N: 1.2132 0.8448 1.6914  0.010
C: 2.5069 1.1462 1.7992  0.030
C: 3.5179 0.9361 0.7204  0.006
C: 2.7596 1.6190 3.0931  0.005
C: 1.5485 1.5837 3.7536  0.023
C: 1.2182 1.9742 5.1601  0.004
N: -1.0936 -0.6819 2.8493  0.007
N: -0.7719 -1.2828 1.6629  0.019
C: -0.9113 -2.6003 1.8608  0.022
C: -0.5260 -3.7149 0.9377  0.002
C: -1.3701 -2.8296 3.1629  0.004
C: -1.4753 -1.5932 3.7572  0.015
C: -1.8944 -1.2586 5.1558  0.003
H: -2.8658 3.7861 -1.3725  0.000
H: -2.8611 2.0624 -1.7933  0.001
H: -1.3459 2.9229 -1.6981  0.001
H: -3.5957 4.0577 1.0771  0.000
H: -3.7659 3.7401 3.7541  0.000
H: -2.1592 3.3813 4.4002  0.001
H: -3.3735 2.1070 4.3089  0.001
H: -1.1717 1.0937 4.2259  0.000
H: 3.0681 0.5335 -0.1765  0.001
H: 4.2735 0.2244 1.0565  0.001
H: 4.0283 1.8711 0.4787  0.001
H: 3.7121 1.9472 3.4879  0.000
H: 2.1329 2.2574 5.6806  0.000
H: 0.7509 1.1520 5.7054  0.001
H: 0.5284 2.8203 5.1910  0.001
H: 0.2426 -3.4214 0.2361  0.000
H: -1.3828 -4.0667 0.3616  0.001
H: -0.1610 -4.5450 1.5461  0.000
H: -1.5884 -3.7917 3.6083  0.000
H: -2.1484 -2.1797 5.6806  0.000
H: -2.7652 -0.6016 5.1718  0.001
H: -1.0965 -0.7584 5.7081  0.001
O: 4.6929 -4.3853 -1.2258  0.000
C: 4.8385 -4.4359 0.0791  0.000
O: 5.6613 -5.1480 0.6063  0.000
C: 3.9333 -3.5957 0.9277  0.001
C: 3.9851 -3.6902 2.2892  0.000
N: 3.0724 -2.8241 2.7677  0.000
N: 2.4255 -2.1500 1.8252  0.002
C: 2.9189 -2.6048 0.6868  0.002
C: 2.3861 -2.0696 -0.6160  0.015
O: 2.8286 -2.5666 -1.6573  0.018
O: 1.5427 -1.1232 -0.6919  0.067
H: 3.9791 -3.7320 -1.4725  0.000
H: 4.6017 -4.3169 2.9172  0.000
H: 2.8497 -2.6386 3.7266  0.000
C: -0.4636 -4.0049 -2.8414  0.000
N: -1.7530 -3.3427 -2.7647  0.002
C: -2.7456 -3.7226 -3.7601  0.000
C: -3.7199 -2.5823 -3.9589  0.000
C: -4.3487 -2.2623 -2.6231  0.000
N: -3.3199 -2.0396 -1.6093  0.001
C: -3.6546 -1.0600 -0.5865  0.002
C: -2.0235 -2.4534 -1.7573  0.006
O: -1.1372 -2.0436 -1.0006  0.042
H: -0.0548 -3.9053 -3.8485  0.000
H: -0.5619 -5.0713 -2.6078  0.000
H: 0.2312 -3.5526 -2.1435  0.000
H: -3.2779 -4.6331 -3.4527  0.000
H: -2.2179 -3.9489 -4.6872  0.000
H: -4.4847 -2.8442 -4.6895  0.000
H: -3.1796 -1.7008 -4.3139  0.000
H: -5.0078 -3.0804 -2.3100  0.000
H: -4.9474 -1.3541 -2.6954  0.000
H: -3.7898 -0.0745 -1.0369  0.000
H: -2.8617 -1.0073 0.1428  0.003
H: -4.5762 -1.3672 -0.0860  0.000
O: 0.7686 2.0134 -0.6985  0.030
N: 1.6414 2.3673 -1.5784  0.007
C: 2.1943 3.5767 -1.4629  0.009
C: 3.1267 4.0006 -2.3853  -0.001
C: 3.4890 3.1723 -3.4344  0.011
C: 2.8905 1.9323 -3.5283  -0.001
C: 1.9601 1.5452 -2.5839  0.011
H: 1.8510 4.1487 -0.6142  0.000
H: 3.5644 4.9833 -2.2739  0.000
H: 4.2192 3.4933 -4.1669  0.001
H: 3.1300 1.2466 -4.3313  0.000
H: 1.4303 0.6029 -2.5893  0.001
O: -2.5324 0.7319 -3.3917  0.005
C: -1.3805 0.4045 -3.0988  0.009
O: -0.8928 0.4196 -1.9131  0.065
C: -0.4408 0.0697 -4.2387  0.002
C: -0.7554 0.5092 -5.5210  0.000
C: 0.0906 0.2284 -6.5857  0.000
C: 1.2519 -0.5095 -6.3784  0.000
C: 1.5584 -0.9703 -5.1027  0.000
C: 0.7128 -0.6791 -4.0377  0.000
H: -1.6677 1.0757 -5.6631  0.000
H: -0.1571 0.5787 -7.5819  0.000
H: 1.9076 -0.7353 -7.2122  0.000
H: 2.4480 -1.5690 -4.9306  0.000
H: 0.9285 -1.0626 -3.0502  0.000

The spin multiplicity is 4. As for the relative energy (zero: lowest compared OMol25 entry of this formula, charge and spin): 0.000 eV. As for the energy: -2772.63010 a.u. The value obtained for the LUMO energy (spin up / spin down) is 0.058 / -0.001 eV. The expectation value of S² is 3.764. The value obtained for the orbital gap (spin up / spin down) is 0.235 / 0.311 Ha.

[2]
Below is a 6-piece molecular cluster, C38H47Cl2P overall, with properties calculated with the ωB97M-V functional and the def2-TZVPD basis.

Last column: Löwdin charge in e.
Element x y z (Å)
C: 9.1657 4.4667 2.8827  -0.116
C: 9.4864 5.3131 1.6297  -0.262
C: 8.5052 6.5074 1.5081  -0.225
C: 7.3716 6.1607 0.5107  -0.286
C: 6.1172 7.0422 0.7382  -0.411
P: 4.5486 5.9548 0.8387  0.753
C: 3.0765 4.7326 0.9989  -0.869
Cl: 3.2796 3.1696 0.1933  0.590
C: 1.9706 4.9588 1.6574  -0.807
C: 0.8768 3.9193 1.7770  -0.141
Cl: 1.7958 6.5214 2.4401  0.631
H: 8.2496 3.8982 2.6685  0.067
H: 8.9546 5.0911 3.7542  0.067
H: 9.9442 3.7289 3.0919  0.065
H: 9.3482 4.6944 0.7361  0.098
H: 10.5359 5.6187 1.6827  0.096
H: 9.0534 7.3788 1.1328  0.107
H: 8.0612 6.7370 2.4805  0.096
H: 7.0652 5.1310 0.7635  0.076
H: 7.7219 6.2331 -0.5195  0.109
H: 6.1700 7.5611 1.7068  0.062
H: 6.0226 7.8231 -0.0286  0.068
H: 5.0384 5.1772 -0.2578  0.008
H: 4.8993 5.6274 2.1875  0.042
H: 3.6926 7.0320 0.5108  0.003
H: 0.1979 4.1429 2.6005  0.047
H: 1.3846 2.9852 2.0280  0.051
H: 0.3627 3.7870 0.8228  0.086
C: -0.3295 0.0394 2.5936  -0.092
C: -0.8318 0.6401 1.4474  -0.108
C: -2.2039 0.7238 1.2503  -0.124
C: -3.0743 0.2025 2.1982  -0.097
C: -2.5718 -0.4061 3.3405  -0.091
C: -1.2000 -0.4865 3.5391  -0.091
H: 0.7407 -0.0196 2.7501  0.102
H: -0.1530 1.0450 0.7059  0.099
H: -2.5951 1.1956 0.3568  0.105
H: -4.1445 0.2696 2.0459  0.101
H: -3.2501 -0.8177 4.0774  0.101
H: -0.8086 -0.9591 4.4312  0.101
C: -2.5115 -2.1815 -4.3521  -0.106
C: -3.5944 -2.2381 -3.4846  -0.108
C: -3.4285 -1.9144 -2.1449  -0.088
C: -2.1786 -1.5377 -1.6712  -0.091
C: -1.0943 -1.4895 -2.5371  -0.092
C: -1.2606 -1.8098 -3.8778  -0.095
H: -2.6421 -2.4281 -5.3989  0.095
H: -4.5687 -2.5349 -3.8533  0.101
H: -4.2737 -1.9558 -1.4688  0.102
H: -2.0494 -1.2832 -0.6268  0.082
H: -0.1181 -1.2012 -2.1663  0.100
H: -0.4152 -1.7701 -4.5536  0.100
C: -3.8883 -5.7707 -4.2077  -0.097
C: -4.4143 -6.8502 -3.5111  -0.101
C: -5.4394 -7.6038 -4.0671  -0.093
C: -5.9418 -7.2750 -5.3190  -0.098
C: -5.4218 -6.1900 -6.0122  -0.096
C: -4.3944 -5.4390 -5.4574  -0.098
H: -3.0844 -5.1863 -3.7766  0.094
H: -4.0243 -7.1052 -2.5337  0.094
H: -5.8468 -8.4479 -3.5245  0.102
H: -6.7396 -7.8639 -5.7542  0.100
H: -5.8173 -5.9300 -6.9863  0.100
H: -3.9872 -4.5939 -5.9991  0.092
C: -4.9732 5.0405 3.9503  -0.097
C: -4.2911 6.0701 4.5849  -0.098
C: -2.9345 6.2512 4.3530  -0.092
C: -2.2591 5.4000 3.4890  -0.092
C: -2.9392 4.3649 2.8611  -0.089
C: -4.2964 4.1860 3.0905  -0.094
H: -6.0328 4.9033 4.1268  0.099
H: -4.8178 6.7325 5.2606  0.100
H: -2.4030 7.0560 4.8455  0.101
H: -1.2015 5.5422 3.3048  0.068
H: -2.4107 3.6962 2.1914  0.087
H: -4.8272 3.3798 2.5992  0.096
C: -0.4105 -9.7143 -0.4694  -0.099
C: -0.6799 -10.8348 -1.2435  -0.100
C: -1.2615 -10.6908 -2.4961  -0.097
C: -1.5774 -9.4259 -2.9733  -0.094
C: -1.3156 -8.3066 -2.1954  -0.104
C: -0.7311 -8.4496 -0.9444  -0.094
H: 0.0488 -9.8265 0.5048  0.099
H: -0.4358 -11.8218 -0.8704  0.099
H: -1.4687 -11.5649 -3.1009  0.100
H: -2.0290 -9.3119 -3.9513  0.102
H: -1.5670 -7.3204 -2.5657  0.089
H: -0.5255 -7.5754 -0.3391  0.101

The spin multiplicity is 1. As for the energy: -2737.79204 a.u. The value obtained for the LUMO energy is 0.551 eV. The value obtained for the orbital gap is 0.338 Ha.

> Which of these has the lowest energy?

C38H47BN11O8W

> What is the formula in the second record?

C38H47Cl2P

> Which value of energy does entry 1 give?

-2772.63010 a.u.

> Which of these has the highest energy?

C38H47Cl2P